No. 1
60
Properties=species:S:1:pos:R:3 method="wB97M-V/def2-TZVPD" s_squared=6.215 orbital_gap_ev="5.58 / 6.51" spin_multiplicity=5 lumo_energy_ha="0.048 / 0.076" total_charge=-1 largest_force_ha_per_bohr=0.0086 relative_energy_kcal_mol=1.8
Mn -0.13 -2.11 -1.75
Se -0.53 -1.01 -4.02
Te -3.01 -0.94 -4.25
Te -3.35 -3.54 -3.72
Se -2.08 -3.60 -1.55
Cl 0.15 -2.85 1.65
C 0.99 -3.90 0.57
C 0.86 -3.66 -0.79
C 1.56 -4.50 -1.64
Cl 1.43 -4.19 -3.35
C 2.35 -5.55 -1.18
Cl 3.20 -6.57 -2.29
C 2.45 -5.77 0.19
Cl 3.42 -7.06 0.79
C 1.77 -4.93 1.07
Cl 1.89 -5.19 2.77
C -2.55 -0.88 1.53
C -2.53 0.13 0.39
C -3.67 -0.15 -0.57
C -2.65 1.55 0.94
O -1.30 -0.02 -0.37
Si 0.20 0.59 -0.07
S 1.53 -0.61 -1.13
O 0.36 2.18 -0.42
C 0.34 2.99 -1.60
C 1.09 2.32 -2.75
C 1.02 4.29 -1.22
C -1.11 3.24 -2.00
O 0.40 0.53 1.56
C 1.38 1.13 2.41
C 0.92 2.53 2.78
C 2.75 1.16 1.73
C 1.44 0.24 3.65
H -3.50 -0.81 2.07
H -1.73 -0.69 2.22
H -2.46 -1.89 1.13
H -4.63 -0.04 -0.06
H -3.59 -1.16 -0.97
H -3.64 0.55 -1.41
H -3.58 1.64 1.51
H -2.69 2.27 0.13
H -1.82 1.80 1.60
H 2.13 2.13 -2.47
H 1.07 2.98 -3.62
H 0.63 1.37 -3.03
H 2.05 4.10 -0.91
H 0.49 4.76 -0.38
H 1.03 4.99 -2.06
H -1.60 2.30 -2.27
H -1.15 3.92 -2.86
H -1.65 3.70 -1.17
H 0.83 3.15 1.88
H 1.64 3.00 3.46
H -0.05 2.49 3.27
H 2.72 1.79 0.84
H 3.05 0.16 1.44
H 3.49 1.58 2.42
H 0.45 0.18 4.11
H 2.14 0.65 4.38
H 1.76 -0.77 3.38

---

No. 2
56
Properties=species:S:1:pos:R:3 method="wB97M-V/def2-TZVPD" orbital_gap_ev=4.04 spin_multiplicity=1 lumo_energy_ha=-0.094 total_charge=0 largest_force_ha_per_bohr=0.1118
C 1.82 -1.55 -6.37
C 0.79 -0.37 -6.73
P -0.67 -0.23 -5.49
C -1.21 1.59 -5.66
O 0.06 -0.55 -3.96
C -0.89 -0.71 -2.92
O -1.94 -1.41 -3.04
C -0.52 0.02 -1.52
C -0.66 1.60 -1.57
C -0.28 2.34 -0.27
N 0.17 1.62 0.90
C 0.32 0.18 0.98
C 0.87 -0.52 2.31
C 2.49 -0.45 2.38
C 3.17 0.50 1.29
O 4.64 0.47 1.40
C 5.25 0.91 0.19
C 4.72 2.18 -0.68
O 6.25 0.31 -0.29
C -0.03 -0.73 -0.26
H 1.65 -2.45 -7.05
H 2.89 -1.12 -6.49
H 1.76 -1.93 -5.29
H 0.39 -0.45 -7.79
H 1.36 0.63 -6.62
H -0.36 2.34 -5.40
H -1.49 1.80 -6.76
H -2.13 1.86 -5.04
H -1.00 2.13 -2.53
H -0.33 3.49 -0.22
H 0.43 2.15 1.75
H 0.37 -0.01 3.20
H 0.58 -1.63 2.23
H 2.75 -0.05 3.43
H 2.90 -1.52 2.27
H 2.94 0.20 0.20
H 2.87 1.60 1.50
H 4.06 1.74 -1.50
H 4.09 2.89 -0.04
H 5.59 2.72 -1.21
H 0.09 -1.87 -0.25
C -4.78 -1.60 5.96
C -3.75 -2.52 5.35
O -3.46 -2.23 3.99
C -2.53 -1.16 3.68
O -1.39 -1.31 4.33
C -3.14 0.28 3.83
F -4.44 0.30 3.41
F -2.49 1.18 3.05
F -3.14 0.78 5.08
H -5.58 -1.37 5.26
H -5.22 -2.06 6.86
H -4.33 -0.66 6.28
H -4.17 -3.53 5.34
H -2.84 -2.58 5.96
H -2.48 -1.25 2.58

---

No. 3
56
Properties=species:S:1:pos:R:3 method="wB97M-V/def2-TZVPD" s_squared=6.052 orbital_gap_ev="7.61 / 5.34" spin_multiplicity=5 lumo_energy_ha="-0.364 / -0.488" total_charge=+3 largest_force_ha_per_bohr=0.0944 relative_energy_kcal_mol=22.9
Os 0.26 0.54 -0.56
P 1.95 -0.74 -0.04
C 2.39 -1.36 -1.72
C 1.11 -1.69 -2.47
N 0.02 -1.02 -2.05
C -1.20 -1.39 -2.52
C -1.32 -2.34 -3.53
C -0.18 -2.87 -4.13
C 1.05 -2.53 -3.57
C -2.42 -0.81 -1.84
P -1.90 0.56 -0.73
H 1.99 -2.94 -3.94
H -2.33 -2.61 -3.83
H -0.26 -3.52 -5.00
H -3.14 -0.46 -2.59
H -2.90 -1.59 -1.23
H 2.91 -0.54 -2.24
H 3.04 -2.24 -1.64
H 1.35 3.96 -2.15
O 1.65 3.14 -2.61
H 2.34 3.44 -3.24
H -0.70 4.63 0.07
O -0.74 4.81 -0.90
H -1.23 5.66 -0.98
C -2.00 1.99 -1.85
H -2.94 1.92 -2.41
H -1.92 2.94 -1.31
H -1.14 1.92 -2.54
C -3.09 0.72 0.62
H -2.79 1.60 1.22
H -4.12 0.85 0.26
H -3.01 -0.17 1.26
C 1.73 -2.20 1.04
H 2.58 -2.88 0.92
H 1.66 -1.87 2.09
H 0.79 -2.70 0.76
C 3.36 0.19 0.58
H 3.04 0.67 1.54
H 4.22 -0.47 0.75
H 3.59 0.99 -0.15
O 2.71 1.99 5.01
S 2.25 0.77 4.41
O 3.08 -0.42 4.39
N 1.68 1.07 2.86
C 0.44 0.68 2.64
O -0.08 0.49 1.47
C -0.26 0.29 3.88
C -1.54 -0.24 3.97
C -1.90 -0.87 5.15
C -0.99 -0.92 6.22
C 0.31 -0.36 6.15
C 0.65 0.26 4.95
H -2.18 -0.11 3.11
H -2.89 -1.32 5.24
H -1.29 -1.44 7.14
H 1.02 -0.41 6.97

---

No. 4
53
Properties=species:S:1:pos:R:3 method="wB97M-V/def2-TZVPD" orbital_gap_ev=6.08 spin_multiplicity=1 lumo_energy_ha=-0.186 total_charge=+1 largest_force_ha_per_bohr=0.0189 relative_energy_kcal_mol=0.0
C 3.03 -3.72 2.46
C 3.36 -2.44 1.79
O 4.09 -2.33 0.86
N 2.60 -1.26 2.30
C 3.42 -0.06 2.45
C 2.64 1.21 2.65
O 4.60 -0.10 2.47
C 1.49 -1.06 1.45
C 0.19 -1.28 1.89
C -0.87 -1.09 1.01
C -2.28 -1.39 1.43
O -2.89 -2.19 0.81
O -2.77 -0.71 2.47
C -0.60 -0.67 -0.29
C 0.71 -0.46 -0.67
N 1.72 -0.67 0.18
H 2.15 -4.12 1.94
H 3.83 -4.43 2.31
H 2.75 -3.59 3.49
H 2.70 1.83 1.76
H 1.62 1.04 2.96
H 3.14 1.74 3.46
H 0.05 -1.62 2.90
H -2.05 -0.31 2.97
H -1.40 -0.53 -0.99
H 0.95 -0.13 -1.67
H 2.70 -0.53 -0.08
C 3.97 4.57 -1.08
C 3.83 3.63 -2.28
C 3.08 2.46 -1.67
O 2.25 3.00 -0.63
C 2.64 4.36 -0.36
H 4.14 5.61 -1.35
H 4.79 4.24 -0.44
H 3.23 4.11 -3.05
H 4.78 3.34 -2.72
H 3.77 1.74 -1.22
H 2.45 1.94 -2.39
H 1.86 5.02 -0.76
H 2.71 4.51 0.72
C -6.84 -0.91 -1.57
C -5.67 -1.65 -0.93
C -5.27 -2.62 -2.04
O -5.58 -1.96 -3.27
C -6.39 -0.81 -3.02
H -7.05 0.06 -1.13
H -7.75 -1.52 -1.50
H -4.85 -0.95 -0.73
H -5.92 -2.16 0.00
H -5.85 -3.55 -1.98
H -4.21 -2.87 -2.02
H -5.77 0.08 -3.18
H -7.21 -0.79 -3.73

---

No. 5
48
Properties=species:S:1:pos:R:3 method="wB97M-V/def2-TZVPD" orbital_gap_ev=6.00 spin_multiplicity=1 lumo_energy_ha=-0.181 total_charge=+1 largest_force_ha_per_bohr=0.0293 relative_energy_kcal_mol=0.0
C -2.75 -3.11 1.93
C -2.69 -1.77 1.24
N -1.34 -1.27 1.10
C -0.31 -2.05 1.19
N -0.40 -3.39 1.45
C -1.71 -4.02 1.33
C 0.71 -4.30 1.20
C 1.99 -3.82 1.85
C 2.48 -2.54 1.22
S 1.24 -1.25 0.97
H -2.56 -2.99 3.00
H -3.74 -3.55 1.81
H -3.16 -1.86 0.24
H -3.26 -1.01 1.80
H -1.67 -4.98 1.85
H -1.95 -4.20 0.27
H 0.42 -5.27 1.62
H 0.87 -4.43 0.12
H 1.85 -3.69 2.93
H 2.76 -4.59 1.70
H 3.21 -2.05 1.87
H 2.92 -2.72 0.23
C -1.63 1.69 1.21
C -0.51 2.53 0.78
C 0.03 2.69 -0.50
C 1.22 3.50 -0.66
C 1.79 4.27 0.50
C 1.85 3.57 -1.89
C 1.35 2.92 -3.02
C 2.11 3.00 -4.31
C 0.15 2.22 -2.91
C -0.52 2.09 -1.69
C -1.79 1.31 -1.69
H -1.90 1.96 2.24
H -2.52 1.80 0.60
H -1.35 0.62 1.23
H -0.03 3.06 1.59
H 2.76 4.70 0.23
H 1.13 5.10 0.79
H 1.94 3.62 1.37
H 2.78 4.14 -1.98
H 1.58 2.47 -5.11
H 2.25 4.04 -4.61
H 3.11 2.55 -4.20
H -0.28 1.74 -3.79
H -2.02 0.96 -2.70
H -1.72 0.42 -1.04
H -2.65 1.91 -1.37